Here is C8H32CaN14O8 as an isolated structure from the OMol25 dataset. Energies are from ωB97M-V with the def2-TZVPD basis set.

ORCA input file:
```
! wB97M-V def2-TZVPD RIJCOSX def2/J DEFGRID3
* xyz 2 1
H 15.885 -6.144 2.436
N 10.449 -8.392 2.441
N 17.313 -7.434 -0.923
N 12.254 -5.525 -4.355
N 8.770 -6.530 -2.234
N 13.790 -6.920 -4.447
O 11.680 -7.328 0.946
O 13.980 -5.635 2.000
H 15.997 -1.411 -0.181
O 12.880 -8.265 -1.336
H 10.927 -9.625 -0.506
O 11.590 -4.271 0.716
C 14.882 -6.504 2.665
O 15.395 -6.463 -0.449
N 15.788 -2.353 0.118
C 16.616 -6.420 -0.566
H 11.626 -4.917 -3.849
O 13.625 -5.555 -2.601
H 13.520 -2.214 -1.956
H 16.824 -4.503 -0.186
N 10.261 -7.882 -2.948
H 9.576 -8.313 -3.553
H 9.483 -8.553 2.689
Ca 13.003 -5.965 -0.430
H 14.413 -9.862 -2.165
H 14.130 -4.782 2.414
H 8.220 -7.239 -2.698
H 14.939 -1.167 -1.622
H 10.160 -3.952 2.511
H 13.447 -11.344 -1.713
N 11.782 -10.106 -0.744
H 9.824 -5.745 0.979
O 10.876 -6.268 -1.459
H 14.634 -7.407 -4.183
H 14.761 -6.459 3.748
H 18.319 -7.461 -1.013
N 10.367 -3.099 2.011
C 12.783 -9.511 -1.345
C 14.772 -2.872 -0.553
N 9.630 -6.626 1.433
H 14.788 -7.544 2.355
C 10.631 -7.420 1.539
C 13.348 -5.890 -3.789
C 11.158 -3.172 1.038
C 10.005 -6.865 -2.147
H 16.215 -2.838 0.894
H 18.329 -5.248 -0.728
H 11.222 -8.183 -2.871
H 10.374 -2.183 2.438
H 12.061 -1.951 -0.180
N 17.346 -5.306 -0.506
H 13.232 -7.120 -5.265
H 11.840 -11.098 -0.928
N 14.412 -2.023 -1.521
H 11.034 -1.137 0.989
H 8.406 -5.828 -1.605
H 8.953 -6.717 2.177
N 11.433 -1.985 0.611
N 13.588 -10.354 -1.855
H 11.882 -6.157 -5.050
H 11.208 -9.000 2.715
O 14.156 -3.867 -0.233
H 16.839 -8.290 -1.172
*
```

Calculated total energy ... -2370.05591 hartree
ΔE to the lowest compared entry with this formula, charge and spin ... 85.9 kcal per mole
Largest force on an atom ... 0.1352 Eh/bohr
Molar mass ... 492.5 g mol⁻¹
Orbital gap ... 10.48 eV